Entry 1:
This record from OMol25 describes C5H7NO2 in the gas phase. The level of theory is ωB97M-V/def2-TZVPD.

```
15
Properties=species:S:1:pos:R:3
C 1.1161 0.3074 -0.0139
C -0.0266 0.6716 -1.0499
C -0.0328 0.4597 1.0652
C -1.1939 -0.4332 0.7108
C -1.2048 -0.2748 -0.7513
H 2.9611 -0.4992 0.1078
H 1.9116 1.1518 0.1254
H 0.0636 1.3076 -2.0265
H 0.0024 0.7069 2.1889
H -2.2680 -0.4083 1.1415
H 0.2480 -1.8871 -0.0078
H -2.2160 -0.2673 -1.2374
N -0.7877 -1.5892 -0.0839
O 1.9275 -0.8594 -0.0604
O -0.3197 1.6889 0.1267
```

Summary:
**SMILES string**: O[C@@H]1[C@H]2O[C@@H]1[C@H]1N[C@H]12
**Energy relative to the best compared isomer or geometry (same formula, charge and spin)**: 518.6 kJ/mol
**Orbital gap**: 0.342 Eh
**Total charge**: 0

Entry 2:
This record from OMol25 describes C4H8N2 in the gas phase. The level of theory is ωB97M-V/def2-TZVPD.

```
14
Properties=species:S:1:pos:R:3
C -1.8044 0.1743 0.0815
C -0.5533 -0.6077 -0.2977
C 0.7109 -0.0408 0.3047
N 1.8661 -0.7661 0.0743
C 1.0758 2.0912 0.2981
N 0.7784 1.4717 -0.6775
H -1.7131 1.2223 -0.2160
H -1.9802 0.1384 1.1632
H -2.6783 -0.2549 -0.4154
H -0.6312 -1.6460 0.0454
H -0.4160 -0.6195 -1.3824
H 0.6039 0.1597 1.3772
H 2.0546 -0.9056 -0.9099
H 2.6867 -0.4170 0.5546
```

Summary:
**Energy relative to the best compared isomer or geometry (same formula, charge and spin)**: 194.7 kJ/mol
**Orbital gap**: 0.420 Eh
**Total charge**: 0

Entry 3:
This record from OMol25 describes C5H14N2 in the gas phase. The level of theory is ωB97M-V/def2-TZVPD.

```
21
Properties=species:S:1:pos:R:3
C 1.1906 2.1747 0.4397
N 0.0703 1.2721 0.3328
C -1.1598 1.9778 0.0138
C 0.3403 0.1757 -0.6116
C 0.8536 -1.1085 0.0662
N 0.1436 -2.3325 -0.2849
C -1.2548 -2.3386 0.1740
H 1.5020 2.5996 -0.5322
H 2.0240 1.6881 0.9320
H 0.9116 3.0745 0.9938
H -1.0499 2.6573 -0.8603
H -1.9857 1.3399 -0.2812
H -1.3594 2.6505 0.8474
H -0.6208 -0.0690 -1.0638
H 1.0420 0.3970 -1.4166
H 0.8157 -1.0557 1.1578
H 1.9283 -1.2166 -0.1096
H 0.2996 -2.5971 -1.2461
H -1.4594 -1.4048 0.6936
H -1.9797 -2.4472 -0.6374
H -1.3705 -3.2034 0.8282
```

Summary:
**SMILES string**: CNCCN(C)C
**Energy relative to the best compared isomer or geometry (same formula, charge and spin)**: 155.5 kJ/mol
**Orbital gap**: 0.342 Eh
**Total charge**: 0

Entry 4:
This record from OMol25 describes BrNO3Pb2 as an isolated structure. The level of theory is ωB97M-V/def2-TZVPD.

```
7
Properties=species:S:1:pos:R:3
Pb -1.7880 -3.4200 -8.9900
Pb -3.0720 -8.7480 -8.5630
Br -2.5160 -6.0850 -8.6040
N -1.1250 -7.9330 -11.5540
O 0.0920 -7.6270 -11.7510
O -1.9430 -7.3860 -12.3220
O -1.4860 -8.1780 -10.3660
```

Summary:
**Energy relative to the best compared isomer or geometry (same formula, charge and spin)**: 73.4 kJ/mol
**Orbital gap**: 0.144 Eh
**Total charge**: +2

Entry 5:
This record from OMol25 describes C5H8O in the gas phase. The level of theory is ωB97M-V/def2-TZVPD.

```
14
Properties=species:S:1:pos:R:3
O 0.8859 0.8231 1.5951
C 0.5337 0.2313 0.3959
C 0.7691 0.8230 -0.9464
C -0.6391 0.7592 -0.3834
C -1.3009 -0.6163 -0.2329
C 0.0320 -1.2145 0.2757
H 1.8080 0.6447 1.8033
H 1.1997 1.8199 -0.8913
H 1.1074 0.2363 -1.7993
H -1.1313 1.6954 -0.1442
H -1.9837 -0.5405 0.6185
H -1.8400 -1.0909 -1.0547
H -0.0106 -1.7494 1.2260
H 0.5698 -1.8214 -0.4624
```

Summary:
**SMILES string**: O[C@@]12CC[C@@H]1C2
**Energy relative to the best compared isomer or geometry (same formula, charge and spin)**: 210.6 kJ/mol
**Orbital gap**: 0.374 Eh
**Total charge**: 0

Entry 6:
This record from OMol25 describes C2H4Cl3O3P in the gas phase. The level of theory is ωB97M-V/def2-TZVPD.

```
13
Properties=species:S:1:pos:R:3
O 1.1735 0.3856 -1.8947
Cl 0.6094 -2.4569 2.3379
Cl 1.0930 0.4557 2.1641
Cl -1.6226 -0.6022 2.4963
O -0.5415 2.0627 -2.2233
O -0.7749 0.3097 -0.2755
C -0.0467 -0.8996 1.7186
C -0.2653 -0.9394 0.2095
P 0.2977 1.2721 -1.1325
H -0.5887 1.3364 -2.8701
H 0.6402 -1.3097 -0.2706
H -0.9927 -1.7379 0.0236
H 1.0185 2.1235 -0.2833
```

Summary:
**SMILES string**: O=[P@@H](O)OCC(Cl)(Cl)Cl
**Energy relative to the best compared isomer or geometry (same formula, charge and spin)**: 0.0 kJ/mol
**Orbital gap**: 0.425 Eh
**Total charge**: 0

Entry 7:
This record from OMol25 describes a 8-piece molecular cluster, C52H32BF18O17 overall. The level of theory is ωB97M-V/def2-TZVPD.

```
120
Properties=species:S:1:pos:R:3
O 2.2571 -0.1311 2.1132
B 2.9812 -1.0318 1.1844
O 2.7576 -2.4810 1.2669
C 1.4526 -2.6611 0.7412
F 0.5737 -2.6311 1.9183
C 1.2441 -1.3595 -0.2272
C 0.9218 -1.6784 -1.7611
F 1.5689 -2.9428 -2.0363
F 1.5469 -0.7730 -2.6612
C -0.6223 -1.9197 -2.0846
F -0.9698 -3.1571 -1.5288
F -0.7002 -2.0957 -3.5021
C -1.6000 -0.7100 -1.7143
F -2.4406 -0.5228 -2.8538
F -0.8157 0.4438 -1.6301
C -2.5764 -0.9665 -0.4842
F -1.7583 -1.4008 0.5813
F -3.4682 -1.9885 -0.9154
C -3.5097 0.2427 -0.0575
F -2.8267 1.4857 0.0344
F -4.4568 0.4546 -1.0923
C -4.2128 0.0909 1.3858
F -5.0418 1.2548 1.4708
F -3.2558 0.2767 2.3769
C -5.1993 -1.1296 1.5691
F -6.1873 -0.6882 2.4999
F -5.9585 -1.4374 0.4097
C -4.6442 -2.5061 2.1207
F -3.3882 -2.5108 2.6857
F -4.6680 -3.5635 1.1849
F -5.5312 -2.9397 3.1401
O 2.5348 -0.6955 -0.2096
H 2.5917 0.7618 1.9231
H 4.0963 -0.6178 1.1719
H 1.1915 -3.6790 0.3144
H 0.5779 -0.5269 0.2012
C 6.8585 0.5163 -1.7348
C 7.7721 0.0414 -2.5823
C 8.4266 -1.2631 -2.3509
O 9.2637 -1.6972 -3.1246
C 8.0292 -2.0219 -1.1459
C 7.1157 -1.5473 -0.2980
C 6.4606 -0.2418 -0.5290
O 5.6279 0.1888 0.2420
H 6.3697 1.4695 -1.8879
H 8.0737 0.5818 -3.4679
H 8.5185 -2.9760 -0.9932
H 6.8131 -2.0894 0.5895
C -9.2148 -0.1722 1.6233
C -8.5896 0.9073 2.0938
C -9.3278 2.1547 2.3846
O -8.7582 3.1416 2.8123
C -10.7856 2.1589 2.1354
C -11.4107 1.0796 1.6651
C -10.6723 -0.1685 1.3741
O -11.2427 -1.1536 0.9470
H -8.6900 -1.0936 1.4040
H -7.5256 0.9216 2.2819
H -11.3103 3.0805 2.3547
H -12.4769 1.0658 1.4764
C 3.3162 -5.1433 -2.2686
C 4.2389 -5.5814 -3.1272
C 4.9297 -6.8717 -2.9213
O 5.7733 -7.2703 -3.7041
C 4.5586 -7.6612 -1.7276
C 3.6372 -7.2264 -0.8685
C 2.9452 -5.9355 -1.0738
O 2.1039 -5.5440 -0.2908
H 2.8015 -4.1950 -2.4082
H 4.5228 -5.0170 -4.0067
H 5.0743 -8.6039 -1.5932
H 3.3541 -7.7920 0.0109
C -2.0528 4.7580 -5.5852
C -1.1257 5.4554 -4.9287
C -0.5346 4.9513 -3.6701
O 0.3095 5.5887 -3.0704
C -1.0103 3.6438 -3.1693
C -1.9380 2.9461 -3.8263
C -2.5287 3.4502 -5.0843
O -3.3734 2.8144 -5.6857
H -2.4967 5.1121 -6.5072
H -0.7658 6.4138 -5.2818
H -0.5665 3.2895 -2.2472
H -2.2979 1.9877 -3.4731
C -9.0647 6.5806 2.9047
C -7.9010 6.2015 3.4332
C -6.9402 7.1931 3.9626
O -5.8778 6.8495 4.4432
C -7.3207 8.6206 3.8845
C -8.4845 8.9990 3.3559
C -9.4452 8.0069 2.8265
O -10.5086 8.3521 2.3457
H -9.7789 5.8681 2.5121
H -7.6085 5.1612 3.4981
H -6.6058 9.3328 4.2774
H -8.7783 10.0393 3.2903
C 11.2603 4.8753 -2.1009
C 10.1185 4.2217 -1.8848
C 9.5936 3.2497 -2.8676
O 8.5514 2.6548 -2.6720
C 10.3842 3.0291 -4.0977
C 11.5260 3.6826 -4.3136
C 12.0509 4.6548 -3.3309
O 13.0935 5.2500 -3.5264
H 11.6590 5.5908 -1.3929
H 9.5278 4.3706 -0.9894
H 9.9856 2.3133 -4.8058
H 12.1166 3.5336 -5.2089
C 0.8910 -4.6796 4.7149
C 1.8094 -5.1514 3.8710
C 2.4704 -6.4529 4.1059
O 3.3102 -6.8855 3.3386
C 2.0725 -7.2119 5.3122
C 1.1546 -6.7402 6.1554
C 0.4934 -5.4377 5.9198
O -0.3464 -5.0089 6.6899
H 0.3983 -3.7282 4.5577
H 2.1112 -4.6076 2.9829
H 2.5659 -8.1633 5.4686
H 0.8523 -7.2824 7.0431
```

Summary:
**Energy relative to the best compared isomer or geometry (same formula, charge and spin)**: 0.0 kJ/mol
**Orbital gap**: 0.174 Eh
**Total charge**: -1

Entry 8:
This record from OMol25 describes C12H11N3O4S3 in the gas phase. The level of theory is ωB97M-V/def2-TZVPD.

```
33
Properties=species:S:1:pos:R:3
C -3.3962 0.7806 0.2344
H -3.0057 0.3421 -0.8186
H -4.1136 0.0060 0.5736
H -3.7918 1.7018 -0.0356
S -1.7287 1.1490 1.2184
C -1.1995 -0.4308 1.5114
N -1.7880 -1.3984 1.0476
S -0.7985 -2.9631 1.0676
C 0.3586 -1.9984 2.0035
N -0.0599 -0.6279 2.0571
S 1.6974 -2.6971 2.6334
C 2.7203 -1.1410 3.0247
H 2.5216 -0.5612 3.9056
H 3.6373 -1.2814 3.0297
C 2.5094 0.1213 1.9586
O 2.3072 1.3695 2.5614
N 2.4021 -0.0339 0.7154
C 1.5318 0.5108 -0.1536
C 0.7728 -0.4204 -1.2611
C -0.1739 0.2380 -1.9185
C -0.2322 1.5589 -1.9953
C 0.3177 2.3547 -0.8898
C 1.2207 1.7582 -0.1754
H 1.7403 2.4530 0.6567
H 0.2885 3.2003 -1.2031
O -1.2546 2.2292 -2.8411
H -1.5416 1.6934 -3.3362
C -0.9618 -0.7481 -2.9619
O -1.7591 -0.1463 -3.5183
O -0.5903 -1.8373 -2.8627
H -1.1662 -2.5162 -3.5246
H 1.1061 -1.4653 -1.2222
H 2.4296 -1.2000 0.5189
```

Summary:
**SMILES string**: CSc1nsc(SCC(=O)Nc2ccc(O)c(C(=O)O)c2)n1
**Orbital gap**: 0.279 Eh
**Total charge**: 0

Entry 9:
This record from OMol25 describes C5H11BaClNPrSe as an isolated structure. The level of theory is ωB97M-V/def2-TZVPD.

```
21
Properties=species:S:1:pos:R:3
Pr -0.0189 -0.2346 1.4606
Cl -0.3465 1.6229 0.1221
C -1.9332 -0.3612 2.0013
H -1.8983 -0.8390 2.9896
H -2.5270 -0.9860 1.3284
H -2.4065 0.6177 2.1017
Ba 0.4369 0.1286 -1.5319
C 2.3836 0.6600 -1.9641
C -0.8228 -0.0537 -3.1103
C 0.2818 -1.3842 -0.0974
H -1.1899 -1.0871 -3.1068
H -1.6466 0.6589 -3.0483
H -0.1936 0.1366 -3.9875
H 3.0247 -0.1543 -1.6053
H 2.4052 0.7216 -3.0591
H 2.6584 1.6107 -1.5059
H -0.4974 -2.1062 -0.2321
H 1.2939 -1.7606 -0.0218
Se 0.7032 0.4328 5.8591
C 0.2894 0.9959 4.2559
N 0.0037 1.3815 3.1518
```

Summary:
**<S²>**: 2.005
**Energy relative to the best compared isomer or geometry (same formula, charge and spin)**: 1311.6 kJ/mol
**Spin multiplicity**: 3
**Orbital gap (spin up / spin down)**: 0.120 / 0.121 Eh
**Total charge**: -2

One value per record, in order, for E_tot: -399.76804, -266.64785, -308.36382, -3239.31880, -270.47767, -2026.31626, -5102.06545, -2123.26219, -3655.32066 Ha.
One value per record, in order, for max |F|: 0.094, 0.029, 0.030, 0.163, 0.009, 0.043, 0.085, 0.380, 0.196 Eh/bohr.